{"formula": "C5H15N4S2", "method": "the ωB97M-V functional and the def2-TZVPD basis", "charge": 1, "lumo_ha": [-0.139, -0.139], "largest_force_ha_per_bohr": 0.11178, "orbital_gap_ha": [0.23948, 0.23951], "elements": ["C", "C", "C", "C", "C", "N", "N", "N", "N", "S", "S", "H", "H", "H", "H", "H", "H", "H", "H", "H", "H", "H", "H", "H", "H", "H"], "xyz": [[-2.1409, 1.7093, 1.9965], [-2.9872, 0.5571, 2.0380], [1.1917, -0.0609, 3.1874], [0.2424, -1.9044, -2.2321], [0.5934, -1.2181, 1.2613], [-1.4817, 1.9660, 0.8631], [1.4284, -1.1823, 2.2538], [0.9188, -1.3463, -0.0272], [0.0378, -1.2494, -1.0091], [-1.0451, 0.6463, -0.3506], [-0.3831, 1.9094, -1.7843], [-2.0702, 2.3079, 2.8233], [-2.6825, -0.0354, 3.0104], [-2.8103, -0.1121, 1.2252], [-3.9759, 0.9225, 2.3901], [0.2013, 0.1925, 3.2959], [1.5079, -0.4209, 4.1712], [1.8877, 0.6679, 2.9199], [-0.2776, -1.3418, -3.0896], [1.3121, -2.0560, -2.6695], [-0.2351, -2.8498, -2.2641], [-0.4158, -0.9916, 1.5543], [-0.9119, 2.7648, 0.5710], [2.3693, -1.3677, 2.0337], [1.9083, -1.6135, -0.3274], [-1.3027, 1.8621, -2.8249]]}

=====

{"formula": "C6H10", "method": "the ωB97M-V functional and the def2-TZVPD basis", "charge": 0, "lumo_ha": 0.038, "largest_force_ha_per_bohr": 0.03144, "orbital_gap_ha": 0.34207, "elements": ["C", "C", "C", "C", "C", "C", "H", "H", "H", "H", "H", "H", "H", "H", "H", "H"], "xyz": [[-0.6324, 0.1455, -1.4123], [-0.7047, -0.0160, 0.1154], [-0.4525, -1.5041, 0.4755], [0.1783, 1.4300, 1.2384], [1.3526, 0.8739, 0.6962], [2.0987, 0.2072, 0.0104], [-1.5667, -0.2617, -1.8359], [0.1917, -0.3999, -1.9008], [-0.5650, 1.1915, -1.7072], [-1.6332, 0.3202, 0.5166], [-0.2836, -1.6693, 1.5399], [-1.3682, -2.0656, 0.2084], [0.3667, -1.9928, -0.0793], [0.0680, 2.5332, 1.0650], [-0.0290, 1.2646, 2.3116], [3.0868, -0.1010, -0.1692]]}

=====

{"formula": "C12H16Cl3N3ORe", "method": "the ωB97M-V functional and the def2-TZVPD basis", "charge": -2, "lumo_ha": [0.176, 0.174], "largest_force_ha_per_bohr": 0.05644, "multiplicity": 4, "orbital_gap_ha": [0.15882, 0.21182], "elements": ["C", "C", "C", "C", "C", "C", "C", "C", "C", "C", "Re", "Cl", "Cl", "Cl", "H", "H", "H", "H", "H", "H", "H", "H", "H", "H", "H", "H", "H", "H", "H", "O", "H", "N", "C", "N", "C", "N"], "xyz": [[1.6485, -0.2556, 0.3342], [1.3400, -0.1808, -1.0722], [0.2437, -1.0772, -1.3187], [2.1691, 0.5058, -2.0994], [-0.1799, -1.6362, -0.0555], [0.7534, -1.1961, 0.9446], [0.8117, -1.7122, 2.3452], [2.7400, 0.4982, 1.0098], [-0.1549, -1.5954, -2.6579], [-1.2329, -2.6803, 0.1332], [-0.4143, 0.4821, 0.0673], [-0.2339, 2.2786, -3.5547], [0.1850, 2.7342, -0.2894], [-1.9021, 0.6559, -1.6600], [2.7750, 1.2897, -1.6405], [1.5066, 0.9999, -2.8356], [2.8152, -0.1924, -2.6520], [-0.1564, -0.7872, -3.3905], [-1.1415, -2.0603, -2.6269], [0.5708, -2.3530, -2.9760], [-2.0992, -2.5030, -0.5082], [-1.5787, -2.7171, 1.1681], [-0.8335, -3.6733, -0.1090], [-0.1863, -2.0161, 2.6721], [1.1784, -0.9263, 3.0084], [1.4843, -2.5794, 2.4250], [2.8432, 1.4874, 0.5583], [3.6999, -0.0227, 0.9221], [2.5016, 0.6160, 2.0687], [-0.2313, 0.9012, 2.0020], [-1.0278, 1.3591, 2.3116], [-2.2445, 1.5979, 0.7394], [-2.9955, 2.4823, 0.8956], [-3.8979, 3.3688, 0.9632], [-4.2014, 4.1038, 1.9989], [-4.5544, 4.8041, 2.8788]]}

=====

{"formula": "C2HN4O4", "method": "the ωB97M-V functional and the def2-TZVPD basis", "charge": -1, "lumo_ha": [0.121, 0.121], "largest_force_ha_per_bohr": 0.09421, "orbital_gap_ha": [0.32070, 0.32064], "elements": ["C", "C", "N", "N", "N", "N", "O", "O", "O", "O", "H"], "xyz": [[0.3823, -1.2728, 0.6320], [-0.3898, -0.2452, 0.0557], [-0.3714, -2.0979, 1.2923], [0.3486, 1.0421, -1.5008], [-1.6311, -0.4006, 0.2953], [1.2305, 1.7481, -0.9710], [-2.7016, 0.1101, 0.0922], [1.6291, 1.7539, 0.1840], [1.6892, 2.4973, -1.8820], [-1.6300, -1.7320, 1.2211], [1.4440, -1.4030, 0.5813]]}

=====

{"formula": "C5H7NS", "method": "the ωB97M-V functional and the def2-TZVPD basis", "charge": 0, "lumo_ha": 0.029, "largest_force_ha_per_bohr": 0.05885, "orbital_gap_ha": 0.33704, "elements": ["C", "C", "C", "C", "C", "H", "H", "H", "H", "H", "H", "H", "N", "S"], "xyz": [[-0.5470, -1.1515, -0.1382], [-0.3971, 0.0677, -1.1342], [-0.7964, -0.0479, 0.9522], [0.4811, 0.7039, 0.9135], [0.8056, 0.7994, -0.5759], [-1.4188, -1.7547, -0.4498], [0.2272, -1.8639, -0.0738], [-0.6141, -0.0130, -2.2397], [-1.3311, -0.1282, 1.9932], [0.7309, 1.4071, 1.7089], [1.8036, -0.8897, 0.1177], [1.1116, 1.7523, -1.1117], [1.7020, 0.1589, 0.3015], [-1.7575, 0.9596, -0.2635]]}

=====

{"formula": "C17H61F3N26O16", "method": "the ωB97M-V functional and the def2-TZVPD basis", "charge": 0, "lumo_ha": -0.046, "largest_force_ha_per_bohr": 0.06626, "orbital_gap_ha": 0.29112, "elements": ["O", "H", "H", "H", "C", "O", "O", "C", "F", "F", "F", "C", "C", "H", "H", "H", "H", "H", "H", "C", "O", "N", "N", "H", "H", "H", "H", "C", "O", "N", "N", "H", "H", "H", "H", "C", "O", "N", "N", "H", "H", "H", "H", "C", "O", "N", "N", "H", "H", "H", "H", "C", "O", "N", "N", "H", "H", "H", "H", "C", "O", "N", "N", "H", "H", "H", "H", "C", "O", "N", "N", "H", "H", "H", "H", "C", "O", "N", "N", "H", "H", "H", "H", "C", "O", "N", "N", "H", "H", "H", "H", "C", "O", "N", "N", "H", "H", "H", "H", "C", "O", "N", "N", "H", "H", "H", "H", "C", "O", "N", "N", "H", "H", "H", "H", "C", "O", "N", "N", "H", "H", "H", "H"], "xyz": [[-4.8540, 3.1894, 23.8080], [-4.4290, 4.0553, 23.9774], [-5.4561, 2.9830, 24.5762], [-5.4072, 3.2700, 23.0061], [-7.8600, 3.2161, 26.1302], [-7.2189, 4.5028, 26.3770], [-6.9273, 2.4322, 25.5390], [-8.6606, 2.6732, 27.3201], [-9.5583, 1.7002, 27.0345], [-7.9097, 2.1286, 28.3030], [-9.3490, 3.6698, 27.9082], [-8.0495, 5.6431, 26.1004], [-7.2959, 6.9131, 26.5082], [-7.0898, 6.9054, 27.5825], [-6.3946, 7.1316, 25.9408], [-8.0333, 7.7214, 26.5267], [-8.8504, 5.6278, 26.8433], [-8.4454, 5.7848, 25.0937], [-8.6136, 3.4067, 25.3546], [-8.1087, -1.5113, 29.6256], [-7.4798, -2.3484, 30.2593], [-9.4191, -1.2022, 29.8547], [-7.5986, -0.8812, 28.5355], [-9.9265, -0.4900, 29.3739], [-9.7679, -1.8822, 30.5137], [-6.7286, -1.2782, 28.2256], [-8.1343, -0.2741, 27.9496], [-8.7288, 9.2914, 29.3904], [-8.5911, 10.5230, 29.3350], [-9.1968, 8.5993, 28.3375], [-8.2964, 8.5077, 30.4041], [-9.6010, 8.9867, 27.5062], [-9.2518, 7.6023, 28.4781], [-8.4833, 7.5191, 30.4732], [-7.7028, 8.8776, 31.1244], [-12.5916, 7.1460, 27.4625], [-13.2235, 7.5716, 28.4195], [-11.6797, 6.1130, 27.5930], [-12.7215, 7.5786, 26.1852], [-11.6806, 5.6773, 28.5078], [-11.5626, 5.5688, 26.7520], [-13.4938, 8.1978, 26.0146], [-12.1378, 7.2576, 25.4181], [-9.9122, -1.5653, 24.1235], [-10.5154, -2.5277, 24.5812], [-9.7149, -1.4221, 22.8006], [-9.3079, -0.5871, 24.8901], [-9.3110, -0.6589, 22.2801], [-10.0559, -2.2676, 22.3687], [-9.3671, -0.4808, 25.8817], [-8.7030, 0.0631, 24.4231], [-5.0907, 10.3771, 26.8633], [-4.3382, 9.6562, 26.2054], [-6.1316, 9.8901, 27.5696], [-5.0509, 11.7427, 26.7491], [-6.5714, 10.4706, 28.2674], [-6.4502, 8.9649, 27.3570], [-5.5979, 12.2782, 27.4009], [-4.1824, 12.0881, 26.3775], [-9.7913, 10.4790, 25.1876], [-10.7022, 9.8653, 25.7416], [-9.5765, 11.8051, 25.3356], [-8.8159, 9.8023, 24.5162], [-8.7150, 12.3071, 25.2248], [-10.2550, 12.2861, 25.9038], [-9.0976, 8.8374, 24.4458], [-8.0105, 10.1941, 24.0684], [-7.6635, 0.7644, 21.9239], [-8.6764, 1.3950, 21.6048], [-7.0368, 0.8930, 23.1090], [-6.8936, 0.1505, 20.9704], [-6.1744, 0.4285, 23.3890], [-7.2656, 1.7004, 23.6743], [-6.0323, -0.2196, 21.3360], [-7.2859, -0.1384, 20.0935], [-6.3918, 5.2474, 30.9650], [-5.1797, 5.0474, 31.0722], [-7.0021, 5.2822, 29.7566], [-7.2385, 5.2854, 31.9933], [-7.9989, 5.4293, 29.6897], [-6.5207, 5.0445, 28.9092], [-7.0061, 5.0917, 32.9471], [-8.1846, 5.5489, 31.7712], [-11.9779, 1.8942, 23.7002], [-12.2114, 1.3662, 22.6082], [-12.9890, 2.2298, 24.5436], [-10.7100, 2.0932, 24.1372], [-13.8878, 2.0957, 24.1155], [-12.8259, 2.5955, 25.4631], [-10.7270, 2.3876, 25.0997], [-9.9383, 1.7242, 23.6039], [-11.3304, 6.2350, 23.2584], [-11.1346, 5.9152, 24.4474], [-10.9832, 5.3732, 22.2837], [-11.8685, 7.4135, 22.8717], [-10.6740, 4.4809, 22.6306], [-10.9177, 5.5569, 21.2995], [-12.1337, 8.0869, 23.5689], [-11.9383, 7.6390, 21.8973], [-10.8401, 5.5369, 30.6784], [-9.7464, 6.0706, 30.4924], [-11.8344, 5.9741, 31.5000], [-11.1599, 4.4244, 29.9758], [-11.9108, 6.9392, 31.7666], [-12.6053, 5.3506, 31.6436], [-11.8043, 3.7045, 30.2509], [-10.5233, 4.1683, 29.2408], [-4.1647, 0.0099, 25.1472], [-4.5063, 0.3893, 24.0109], [-3.5452, -1.1701, 25.3785], [-4.7411, 0.5260, 26.2591], [-3.3250, -1.5326, 26.2877], [-3.0207, -1.6087, 24.6391], [-4.5928, 0.0718, 27.1376], [-5.3673, 1.3021, 26.0638], [-3.8729, 4.5132, 28.1145], [-2.8764, 4.9615, 28.6565], [-4.7169, 5.2637, 27.3428], [-4.1150, 3.1683, 28.0498], [-4.5317, 6.2514, 27.3179], [-5.5994, 4.8714, 27.0075], [-5.0689, 2.8855, 27.8873], [-3.4739, 2.4858, 28.4020]]}